Formula: C20H38Cl12NO2
Source: the OMol25 dataset
Level of theory: ωB97M-V/def2-TZVPD

Values from the calculation:
Electronic energy, eV: -177206.432
Frontier orbital gap, eV: 9.03
Charge: +1
F_max, eV/Å: 0.927

Cartesian coordinates (Å):
1 C 5.1607 -1.5694 0.1110
2 C 5.1294 -0.1221 0.5239
3 O 5.7419 0.3177 1.4388
4 O 4.4140 0.7464 -0.2514
5 C 3.2627 0.3119 -0.9654
6 C 2.0848 0.0973 0.0066
7 C 1.3763 -1.2498 -0.1134
8 C 0.5221 -1.3943 -1.3371
9 N -0.4663 -2.1778 -1.1177
10 C -0.4135 -2.7309 0.2633
11 C 0.3137 -1.5756 0.9594
12 H 5.6634 -2.1255 0.9025
13 H 4.1782 -2.0128 -0.0551
14 H 5.7402 -1.6830 -0.8082
15 H 3.4714 -0.5838 -1.5659
16 H 3.0516 1.1233 -1.6646
17 H 2.4676 0.1984 1.0242
18 H 1.3432 0.8926 -0.1270
19 H 2.1041 -2.0787 -0.1012
20 H 0.6577 -0.8433 -2.2675
21 H -1.2147 -2.3615 -1.7798
22 H -1.3941 -2.9875 0.6500
23 H 0.2464 -3.6067 0.2204
24 H 0.6765 -1.8413 1.9508
25 H -0.3916 -0.7382 1.0124
26 Cl -2.2086 -0.7675 -3.6355
27 C -2.1353 1.0036 -3.9012
28 C -0.9606 1.3871 -4.7595
29 Cl 0.5986 1.1131 -3.9230
30 H -2.0985 1.4830 -2.9265
31 H -3.0649 1.2766 -4.3960
32 H -1.0079 2.4498 -4.9882
33 H -0.9324 0.8187 -5.6850
34 Cl 5.2932 -5.0402 -1.2631
35 C 5.4231 -5.1374 -3.0416
36 C 6.5083 -4.2420 -3.5834
37 Cl 6.1249 -2.5164 -3.3265
38 H 4.4530 -4.8673 -3.4508
39 H 5.6428 -6.1731 -3.2935
40 H 6.6058 -4.3954 -4.6563
41 H 7.4648 -4.4323 -3.1040
42 Cl -3.6782 -2.9098 -0.6071
43 C -4.9490 -1.8547 0.0915
44 C -4.3762 -0.5615 0.6024
45 Cl -3.2951 -0.7995 2.0048
46 H -5.4168 -2.4295 0.8862
47 H -5.6747 -1.6621 -0.6955
48 H -5.1844 0.0877 0.9354
49 H -3.8082 -0.0363 -0.1590
50 Cl -4.3568 4.8894 3.9665
51 C -3.7900 3.3230 4.6022
52 C -2.3844 3.0066 4.1571
53 Cl -2.3006 2.7195 2.3983
54 H -4.4884 2.5611 4.2647
55 H -3.8222 3.3847 5.6885
56 H -2.0395 2.0964 4.6460
57 H -1.7018 3.8206 4.3879
58 Cl -6.8326 2.3505 0.8689
59 C -6.1873 3.6840 -0.1260
60 C -5.8973 3.2428 -1.5369
61 Cl -4.5134 2.1056 -1.5947
62 H -5.2964 4.0629 0.3690
63 H -6.9476 4.4629 -0.1450
64 H -5.6236 4.1028 -2.1447
65 H -6.7479 2.7377 -1.9861
66 Cl 2.6399 0.7063 5.8549
67 C 3.1455 1.4540 4.3190
68 C 1.9949 2.1404 3.6271
69 Cl 0.7549 0.9740 3.0660
70 H 3.5801 0.6738 3.6982
71 H 3.9159 2.1876 4.5492
72 H 2.3551 2.6711 2.7473
73 H 1.4937 2.8421 4.2887

Cartesian forces (eV/Å) of the 2 atoms listed first:
0.146 -0.227 0.227
-0.480 -0.344 -0.714